Below is a single C5H8N2 molecule at a distorted geometry, with properties calculated with ωB97M-V/def2-TZVPD.

Energy above the lowest of the compared OMol25 structures with the same formula, charge and spin in kcal per mole: 87.9
Spin multiplicity: 1
Electronic energy in eV: -8291.1833
Frontier orbital gap in eV: 9.87
E_HOMO in Ha: -0.3295

Geometry (Å):
N  2.092  -0.638  -0.128
N  0.408  2.433  0.652
C  0.363  1.213  0.395
C  -1.005  1.597  0.313
C  -1.291  -1.524  -0.334
C  0.787  -0.214  0.314
C  -0.304  -0.690  -0.624
H  -1.988  -1.838  -1.104
H  -1.502  1.861  -0.618
H  -1.419  -1.939  0.662
H  2.388  -0.107  -0.939
H  -0.256  -0.216  -1.606
H  -1.670  1.199  1.091
H  2.789  -0.530  0.598
H  0.608  -0.608  1.327